Model a:
{
  "formula": "C26H29AsN3OPdS",
  "method": "ωB97M-V with the def2-TZVPD basis set",
  "symbols": ["Pd", "C", "C", "C", "C", "C", "C", "N", "C", "C", "C", "C", "C", "N", "C", "C", "C", "C", "C", "C", "N", "H", "H", "H", "H", "H", "H", "H", "H", "H", "H", "H", "H", "H", "H", "H", "S", "C", "C", "C", "C", "C", "C", "H", "H", "H", "H", "H", "C", "As", "C", "C", "O", "H", "H", "H", "H", "H", "H", "H", "H", "H"],
  "coordinates": [[0.70599, -0.42115, 0.08990], [0.21577, -2.43364, 3.08568], [1.28563, -3.00647, 2.21151], [2.15976, -3.98233, 2.67951], [3.08164, -4.53214, 1.81733], [3.09442, -4.12353, 0.49486], [2.19748, -3.15230, 0.09450], [1.32954, -2.57765, 0.94725], [2.13723, -2.69389, -1.32459], [2.60632, -3.43954, -2.39425], [2.50149, -2.90470, -3.66774], [1.93463, -1.65250, -3.84502], [1.46138, -0.97258, -2.73326], [1.57534, -1.50630, -1.52115], [0.85512, 0.39289, -2.79872], [0.35479, 0.89648, -3.97677], [-0.14357, 2.19217, -3.98779], [-0.08614, 2.93896, -2.83527], [0.42468, 2.36793, -1.67125], [0.55535, 3.16872, -0.41131], [0.85590, 1.10736, -1.65077], [-0.68173, -3.05262, 3.01741], [-0.03618, -1.44112, 2.72553], [0.52352, -2.39798, 4.12966], [2.10704, -4.29816, 3.71241], [3.78369, -5.27831, 2.16516], [3.80391, -4.54121, -0.20441], [3.03266, -4.41939, -2.23825], [2.86398, -3.46084, -4.52144], [1.87132, -1.21036, -4.82826], [0.33355, 0.28890, -4.86995], [-0.56835, 2.60646, -4.89241], [-0.45056, 3.95651, -2.81040], [1.43713, 3.80928, -0.48678], [0.68013, 2.50755, 0.44591], [-0.31117, 3.81514, -0.27017], [-1.53117, -1.07363, -0.53479], [-2.32332, 0.37943, -1.14745], [-2.42629, 1.55103, -0.38852], [-3.12509, 2.65228, -0.86048], [-3.74135, 2.60721, -2.10464], [-3.64462, 1.45324, -2.87095], [-2.93836, 0.35450, -2.40208], [-1.94434, 1.58571, 0.58281], [-3.20199, 3.54608, -0.25281], [-4.29962, 3.45929, -2.46906], [-4.12920, 1.40465, -3.83801], [-2.87100, -0.54789, -2.99685], [-2.11639, 0.28392, 3.06646], [-0.45835, 1.25259, 3.13929], [-0.86721, 3.11738, 2.95688], [0.28002, 1.02432, 4.89002], [0.65375, 0.76634, 2.00217], [-2.94445, 0.96999, 3.23788], [-2.11683, -0.48741, 3.83390], [-2.20529, -0.17539, 2.08039], [-1.27753, 3.49568, 3.89203], [-1.59197, 3.25829, 2.15702], [0.05556, 3.64183, 2.71650], [-0.46560, 1.25946, 5.64814], [1.14026, 1.68264, 4.99521], [0.59869, -0.01116, 4.99026]],
  "mulliken_spin": [1.257, 0.004, -0.001, 0.002, -0.001, 0.004, 0.032, 0.034, -0.005, 0.006, 0.001, 0.000, 0.013, 0.082, 0.019, -0.003, 0.005, -0.004, -0.010, 0.011, 0.064, 0.001, -0.004, 0.000, 0.001, 0.000, 0.001, 0.001, 0.000, 0.001, 0.000, 0.000, 0.003, 0.001, -0.002, 0.000, 0.418, -0.048, 0.038, -0.022, 0.044, -0.022, 0.032, 0.011, 0.000, 0.002, -0.001, -0.002, 0.000, -0.010, 0.001, 0.004, 0.047, 0.000, 0.000, -0.002, 0.000, 0.000, 0.000, 0.000, 0.000, 0.001],
  "spin_multiplicity": 3,
  "total_charge": 1
}


Model b:
{
  "formula": "C26H29AsN3OPdS",
  "method": "ωB97M-V with the def2-TZVPD basis set",
  "symbols": ["Pd", "C", "C", "C", "C", "C", "C", "N", "C", "C", "C", "C", "C", "N", "C", "C", "C", "C", "C", "C", "N", "H", "H", "H", "H", "H", "H", "H", "H", "H", "H", "H", "H", "H", "H", "H", "S", "C", "C", "C", "C", "C", "C", "H", "H", "H", "H", "H", "C", "As", "C", "C", "O", "H", "H", "H", "H", "H", "H", "H", "H", "H"],
  "coordinates": [[0.17825, -0.02073, -0.78171], [3.17487, -1.46557, -1.12597], [3.38746, 0.01094, -1.04509], [4.66091, 0.55296, -0.91033], [4.81349, 1.92480, -0.94080], [3.69171, 2.72480, -1.06623], [2.43984, 2.12949, -1.12574], [2.30430, 0.79485, -1.13381], [1.18906, 2.92323, -1.13516], [1.19060, 4.29885, -0.93898], [-0.01948, 4.96394, -0.88081], [-1.18941, 4.23655, -0.97973], [-1.11853, 2.85902, -1.16893], [0.05500, 2.24021, -1.27540], [-2.33839, 2.01124, -1.20047], [-3.60592, 2.57426, -1.17497], [-4.71159, 1.74412, -1.10505], [-4.51963, 0.37962, -1.08823], [-3.22521, -0.12909, -1.18530], [-3.00615, -1.60343, -1.28992], [-2.15858, 0.68101, -1.22385], [4.10524, -1.99120, -1.33375], [2.45546, -1.67663, -1.91650], [2.75819, -1.83426, -0.18790], [5.51592, -0.09931, -0.80264], [5.79661, 2.37191, -0.88070], [3.79948, 3.79669, -1.12278], [2.11153, 4.84633, -0.81274], [-0.04954, 6.03554, -0.73899], [-2.13776, 4.74333, -0.89527], [-3.74372, 3.64335, -1.21925], [-5.70783, 2.16506, -1.08491], [-5.36052, -0.29715, -1.02781], [-3.92199, -2.11655, -1.57806], [-2.67158, -2.00120, -0.33276], [-2.22535, -1.81699, -2.01916], [-0.03694, -2.11615, 0.36882], [-0.17296, -3.71743, -0.36392], [0.78601, -4.21699, -1.24526], [0.69215, -5.51565, -1.71817], [-0.35759, -6.33269, -1.32233], [-1.31329, -5.84077, -0.44433], [-1.22597, -4.54354, 0.03270], [1.61345, -3.59580, -1.55137], [1.45149, -5.89880, -2.38791], [-0.42775, -7.34660, -1.69244], [-2.12792, -6.47727, -0.12327], [-1.96609, -4.16729, 0.72758], [0.88127, 2.31495, 3.76521], [0.08145, 0.77630, 2.89942], [1.08788, -0.77395, 3.46662], [-1.72351, 0.56146, 3.56723], [0.08762, 1.08734, 1.28117], [0.85134, 2.24103, 4.85055], [0.34304, 3.20142, 3.43471], [1.91314, 2.38217, 3.42448], [1.10130, -0.80254, 4.55617], [2.10312, -0.70256, 3.08156], [0.62178, -1.67208, 3.07275], [-1.72167, 0.56060, 4.65615], [-2.11918, -0.38338, 3.19798], [-2.33892, 1.37821, 3.19562]],
  "mulliken_spin": [1.369, 0.022, -0.025, 0.007, -0.001, -0.001, 0.023, 0.098, -0.024, 0.003, -0.001, 0.003, -0.020, 0.050, 0.019, -0.001, 0.000, 0.003, -0.023, 0.023, 0.045, 0.001, 0.002, -0.006, 0.000, 0.000, 0.000, 0.000, 0.000, 0.000, 0.000, 0.000, 0.000, 0.001, -0.002, -0.003, 0.323, -0.004, 0.032, -0.020, 0.037, -0.017, 0.031, 0.001, -0.001, 0.002, -0.001, 0.000, 0.005, -0.007, 0.004, 0.001, 0.058, 0.001, 0.000, 0.000, 0.000, -0.001, -0.004, 0.000, 0.000, -0.001],
  "spin_multiplicity": 3,
  "total_charge": 1
}


Which structure is the least stable? The one labeled model b.


Model a:
{
  "formula": "C4H10N",
  "method": "ωB97M-V with the def2-TZVPD basis set",
  "symbols": ["C", "C", "C", "C", "N", "H", "H", "H", "H", "H", "H", "H", "H", "H", "H"],
  "coordinates": [[2.41981, -0.50665, -0.03988], [1.68463, 0.40601, 0.55460], [-1.43009, -0.81012, 0.43419], [-0.12107, 1.25634, -0.21186], [-1.06772, 0.23524, -0.70090], [3.34514, -0.87422, 0.36454], [2.24822, -0.87717, -1.06897], [2.07781, 0.95634, 1.29908], [-0.55522, -1.48713, 0.54577], [-1.84583, -0.25000, 1.26102], [-2.31682, -1.40113, -0.08993], [0.40592, 1.73439, -0.96401], [-0.42880, 1.92523, 0.67603], [-0.67697, -0.11699, -1.64097], [-1.97327, 0.66607, -0.82785]],
  "lowdin_charge": [-0.030, 0.010, 0.034, -0.021, -0.045, 0.068, 0.073, 0.023, 0.098, 0.094, 0.140, 0.053, 0.135, 0.217, 0.151],
  "spin_multiplicity": 1,
  "total_charge": 1
}


Model b:
{
  "formula": "C4H10N",
  "method": "ωB97M-V with the def2-TZVPD basis set",
  "symbols": ["C", "C", "H", "H", "H", "H", "C", "C", "N", "H", "H", "H", "H", "H", "H"],
  "coordinates": [[2.53124, 0.84551, 0.23175], [2.67924, -0.48694, 0.29904], [3.41169, 1.47754, 0.21410], [1.75350, 1.46292, 0.75534], [3.57706, -0.85109, 0.65782], [1.81991, -1.20995, 0.41418], [-1.89984, 0.64095, 0.40866], [-1.32329, -1.12919, -1.06468], [-2.20357, -0.31364, -0.67697], [-1.56045, 1.60279, -0.01538], [-2.86096, 0.96489, 0.92432], [-1.06955, 0.36563, 1.17647], [-0.23056, -0.81638, -0.82908], [-1.47946, -1.88901, -1.83755], [-3.14497, -0.66402, -0.65801]],
  "lowdin_charge": [-0.082, -0.076, 0.044, 0.061, 0.027, 0.045, -0.028, 0.173, 0.011, 0.105, 0.125, 0.140, 0.145, 0.138, 0.171],
  "spin_multiplicity": 1,
  "total_charge": 1
}


Which structure is the least stable? The one labeled model a.


Model a:
{
  "formula": "C4H10N",
  "method": "ωB97M-V with the def2-TZVPD basis set",
  "symbols": ["C", "C", "C", "C", "N", "H", "H", "H", "H", "H", "H", "H", "H", "H", "H"],
  "coordinates": [[1.12262, -1.45758, -1.13757], [1.14387, -0.80658, 0.27839], [-0.23163, -0.26284, 0.59518], [-0.39214, 1.02453, 0.23847], [-1.59956, 1.79124, 0.72945], [0.11922, -1.70536, -1.49067], [1.56940, -0.80397, -1.88061], [1.64045, -2.41337, -1.07488], [1.34555, -1.52642, 1.06969], [1.90576, -0.03547, 0.23810], [-0.98027, -1.04696, 0.62723], [-0.12249, 1.28959, -0.77258], [-2.03277, 1.30075, 1.51254], [-2.25488, 1.98210, -0.03097], [-1.23312, 2.67033, 1.09825]],
  "lowdin_charge": [-0.076, -0.221, -0.060, -0.088, 0.193, 0.075, 0.079, 0.079, 0.120, 0.109, 0.142, 0.143, 0.167, 0.170, 0.168],
  "spin_multiplicity": 1,
  "smiles": "CC/C=C/[NH3+]",
  "total_charge": 1
}


Model b:
{
  "formula": "C4H10N",
  "method": "ωB97M-V with the def2-TZVPD basis set",
  "symbols": ["C", "N", "C", "C", "C", "H", "H", "H", "H", "H", "H", "H", "H", "H", "H"],
  "coordinates": [[1.36466, 0.37518, 0.87256], [0.65298, -0.11696, -0.07588], [1.29197, -1.19160, -0.76642], [-0.64732, 0.42323, -0.56731], [-1.46242, 1.04316, 0.50121], [1.10411, 1.26124, 1.33573], [2.31820, -0.03308, 1.03611], [2.02172, -1.64359, -0.10631], [1.53505, -0.75960, -1.78632], [0.52855, -1.85900, -1.16926], [-0.23195, 1.16637, -1.33812], [-1.07221, -0.41298, -1.20299], [-1.67074, 0.43051, 1.30431], [-0.91220, 1.94702, 0.85499], [-2.35918, 1.37425, 0.12070]],
  "lowdin_charge": [0.203, -0.163, -0.003, -0.152, -0.048, 0.101, 0.113, 0.114, 0.149, 0.107, 0.173, 0.152, 0.074, 0.108, 0.072],
  "spin_multiplicity": 1,
  "smiles": "C=[N+](C)CC",
  "total_charge": 1
}


Which structure is the least stable? The one labeled model a.


Model a:
{
  "formula": "C4H14NO",
  "method": "ωB97M-V with the def2-TZVPD basis set",
  "symbols": ["C", "C", "C", "C", "N", "H", "H", "H", "H", "H", "H", "H", "H", "H", "H", "H", "H", "H", "H", "O"],
  "coordinates": [[-0.84867, 0.52831, -0.62913], [0.63908, 0.10921, -0.73604], [0.81258, -0.08547, -2.26034], [1.72684, 1.01390, -0.18433], [-1.16626, 0.53799, 0.87668], [-1.12912, 1.51898, -0.96333], [-1.49337, -0.15803, -1.17233], [0.67555, -0.76904, -0.08573], [1.56143, 0.65601, -2.58624], [1.23111, -1.01023, -2.64457], [0.00610, 0.15309, -2.96483], [1.67003, 2.00264, -0.67582], [2.73942, 0.69059, -0.48398], [1.90790, 1.17237, 0.86852], [-1.43036, -0.39234, 1.28588], [-0.30108, 0.52577, 1.42389], [-1.74744, 1.24149, 1.32541], [-0.35407, -2.08986, 2.99999], [-0.95603, -2.52638, 1.70131], [-0.97645, -1.78553, 2.31049]],
  "lowdin_charge": [-0.096, -0.396, -0.058, -0.079, 0.166, 0.133, 0.131, 0.126, 0.086, 0.086, 0.087, 0.099, 0.101, 0.071, 0.113, 0.135, 0.169, 0.095, 0.069, -0.038],
  "spin_multiplicity": 1,
  "total_charge": 1
}


Model b:
{
  "formula": "C4H14NO",
  "method": "ωB97M-V with the def2-TZVPD basis set",
  "symbols": ["C", "C", "N", "C", "C", "H", "H", "H", "H", "H", "H", "H", "H", "H", "H", "H", "H", "H", "H", "O"],
  "coordinates": [[1.65805, 1.19666, 1.35304], [1.45767, -0.24251, 0.88914], [0.26736, -0.30473, -0.05670], [0.49137, -0.03182, -1.51541], [-0.82031, 0.43491, -2.13559], [2.49270, 1.27980, 2.04045], [0.76400, 1.40933, 1.93852], [1.72828, 1.87790, 0.51116], [2.26786, -0.66214, 0.30180], [1.22162, -0.93113, 1.69851], [-0.43554, 0.35619, 0.27459], [-0.22355, -1.18612, 0.14688], [0.80147, -0.97178, -1.95617], [1.26053, 0.72758, -1.54019], [-1.25427, 1.22069, -1.51689], [-0.61564, 0.87649, -3.10731], [-1.49743, -0.41167, -2.19753], [-2.82203, -0.52686, 1.95401], [-3.23928, -1.36309, 0.80236], [-2.43469, -0.99852, 1.20366]],
  "lowdin_charge": [-0.047, -0.155, 0.006, -0.164, -0.050, 0.094, 0.086, 0.083, 0.128, 0.132, 0.135, 0.161, 0.134, 0.125, 0.086, 0.094, 0.088, 0.058, 0.062, -0.054],
  "spin_multiplicity": 1,
  "total_charge": 1
}


Which structure is the least stable? The one labeled model a.


Model a:
{
  "formula": "H4NS",
  "method": "ωB97M-V with the def2-TZVPD basis set",
  "symbols": ["N", "H", "H", "H", "S", "H"],
  "coordinates": [[3.87037, -1.79313, -0.19710], [3.86551, -1.93835, -1.25520], [2.79247, -1.66807, 0.04427], [3.84944, -2.82240, 0.06214], [-2.19384, 1.07848, 0.21313], [-2.49857, 1.72511, -0.88160]],
  "lowdin_charge": [-0.074, 0.013, 0.061, -0.001, -0.440, -0.560],
  "spin_multiplicity": 1,
  "total_charge": -1
}


Model b:
{
  "formula": "H4NS",
  "method": "ωB97M-V with the def2-TZVPD basis set",
  "symbols": ["N", "H", "H", "H", "S", "H"],
  "coordinates": [[1.18723, 0.51002, -1.72182], [0.62135, 1.32037, -1.92952], [0.89293, 0.21805, -0.78002], [1.00658, -0.22646, -2.38600], [-0.67967, -0.34667, 1.03130], [-1.07866, 0.53602, 1.96102]],
  "lowdin_charge": [-0.034, -0.022, -0.140, -0.025, -0.288, -0.491],
  "spin_multiplicity": 1,
  "total_charge": -1
}


Which structure is the least stable? The one labeled model a.


Model a:
{
  "formula": "C9H10O3",
  "method": "ωB97M-V with the def2-TZVPD basis set",
  "symbols": ["C", "C", "C", "C", "O", "C", "C", "C", "O", "C", "O", "C", "H", "H", "H", "H", "H", "H", "H", "H", "H", "H"],
  "coordinates": [[2.37726, 0.51516, 1.44488], [1.18710, 0.46184, 0.60790], [0.00141, -0.12693, 0.68494], [-0.62451, -0.71906, 1.87886], [-0.15666, -1.85540, 2.03243], [-0.66875, -0.14146, -0.51142], [-1.66637, -0.85133, -1.09805], [-2.37804, -1.99260, -0.61641], [-3.47996, -2.24893, -1.06069], [-0.02685, 0.84848, -1.45878], [-0.86915, 2.01620, -1.34798], [1.35267, 1.00870, -0.73990], [3.34676, 0.33931, 0.81558], [2.42233, 1.50372, 1.79071], [2.31741, -0.16007, 2.27918], [-1.69596, -0.46798, 2.01341], [-2.02560, -0.56186, -2.08638], [-2.01206, -2.58001, 0.25065], [0.07184, 0.50828, -2.41751], [-1.35190, 2.00085, -0.48109], [2.14514, 0.45865, -1.28216], [1.73389, 2.04442, -0.69816]],
  "lowdin_charge": [-0.012, -0.227, -0.176, -0.124, 0.062, -0.167, 0.017, -0.275, 0.036, -0.252, -0.017, -0.079, 0.139, 0.074, 0.081, 0.144, 0.135, 0.123, 0.120, 0.122, 0.138, 0.139],
  "spin_multiplicity": 1,
  "smiles": "CC1=C(C=O)/C(=C\\C=O)[C@@H](O)C1"
}


Model b:
{
  "formula": "C9H10O3",
  "method": "ωB97M-V with the def2-TZVPD basis set",
  "symbols": ["C", "C", "O", "C", "C", "C", "C", "O", "C", "C", "C", "O", "H", "H", "H", "H", "H", "H", "H", "H", "H", "H"],
  "coordinates": [[0.10157, 3.18628, -2.77142], [-0.40948, 1.78728, -2.33699], [0.18032, 1.55280, -1.08047], [-0.00563, 0.37631, -0.41127], [0.64205, 0.35328, 0.82253], [0.55644, -0.75261, 1.68144], [1.26730, -0.73335, 2.97640], [1.29006, -1.64651, 3.77783], [-0.26188, -1.82898, 1.36010], [-0.90231, -1.79367, 0.13143], [-0.79021, -0.73126, -0.77878], [-1.43222, -0.78725, -1.97297], [-0.16566, 3.94248, -2.02056], [-0.26839, 3.48404, -3.75181], [1.21594, 3.14791, -2.80673], [-0.09776, 1.06752, -3.09638], [-1.48788, 1.74884, -2.27873], [1.22681, 1.24479, 1.04278], [1.85607, 0.18863, 3.21063], [-0.39511, -2.65878, 2.04100], [-1.59708, -2.60717, -0.14200], [-1.77929, -1.69033, -2.03395]],
  "lowdin_charge": [-0.061, -0.250, -0.045, -0.187, 0.056, -0.199, -0.226, 0.039, -0.022, -0.012, -0.235, 0.057, 0.075, 0.070, 0.086, 0.120, 0.116, 0.134, 0.126, 0.120, 0.123, 0.115],
  "spin_multiplicity": 1,
  "smiles": "CCOc1cc(C=O)ccc1O"
}


Which structure is the least stable? The one labeled model a.